1.
ORCA calculation (ωB97M-V/def2-TZVPD) on a molecular structure, C23H24ClN2OS2Sn.

```
54
C23H24ClN2OS2Sn ωB97M-V/def2-TZVPD
Sn -1.500 0.448 -0.485
C -0.620 3.323 0.483
N -0.113 2.070 1.041
C -0.662 1.771 2.357
C -0.435 0.312 2.724
N -1.265 -0.578 1.927
C -2.664 -0.606 2.426
C -0.780 -1.915 1.773
C 0.024 -2.519 2.734
C 0.457 -3.827 2.589
C 0.074 -4.550 1.470
C -0.728 -3.958 0.510
C -1.174 -2.641 0.637
S -2.189 -1.963 -0.634
C 1.316 1.952 0.997
C 2.140 2.815 1.711
C 3.519 2.697 1.662
C 4.081 1.692 0.881
C 3.270 0.826 0.172
C 1.873 0.933 0.220
S 0.911 -0.204 -0.704
H -0.356 4.192 1.102
H -1.700 3.212 0.388
H -0.191 3.461 -0.510
H -1.725 2.007 2.330
H -0.175 2.381 3.137
H -0.644 0.187 3.797
H 0.615 0.068 2.555
H -2.800 -1.497 3.044
H -3.372 -0.579 1.612
H -2.856 0.280 3.028
H 0.316 -1.961 3.615
H 1.088 -4.273 3.348
H 0.409 -5.571 1.337
H -1.010 -4.509 -0.378
H 1.687 3.595 2.312
H 4.147 3.380 2.221
H 5.157 1.583 0.825
H 3.707 0.044 -0.435
O -2.778 1.596 0.277
Cl 0.887 2.229 -3.502
C 0.334 0.651 -4.012
C 1.160 -0.072 -4.858
C 0.776 -1.332 -5.287
C -0.441 -1.850 -4.857
C -1.253 -1.112 -4.017
C -0.902 0.170 -3.569
C -1.759 0.902 -2.632
H 2.104 0.358 -5.165
H 1.423 -1.903 -5.940
H -0.754 -2.839 -5.171
H -2.188 -1.532 -3.666
H -2.817 0.675 -2.749
H -1.623 1.979 -2.670
```

Summary:
E_LUMO: 2.88 eV
largest force on an atom: 0.61 eV Å⁻¹
Kohn-Sham gap: 7.3209 eV
energy above the lowest of the compared OMol25 structures with the same formula, charge and spin: 0.0 kcal/mol
total charge: -1



2.
ORCA calculation (ωB97M-V/def2-TZVPD) on a single C23H24FN3O2 molecule.

```
53
C23H24FN3O2 ωB97M-V/def2-TZVPD
C -5.738 -2.221 -2.438
O -4.369 -1.971 -2.248
C -3.990 -0.782 -1.677
C -4.889 0.172 -1.233
C -4.445 1.376 -0.706
C -3.093 1.623 -0.615
C -2.184 0.666 -1.033
C -2.599 -0.548 -1.568
N -1.714 -1.511 -2.070
C -1.756 -2.832 -1.479
C -1.152 -2.798 -0.063
N -0.177 -1.728 0.050
C -0.228 -0.918 1.141
O -1.098 -1.043 1.990
C 0.847 0.085 1.292
C 2.240 -0.102 1.138
C 2.869 1.069 1.505
C 4.279 1.397 1.541
C 5.202 0.604 0.851
C 6.550 0.893 0.873
C 6.987 1.992 1.591
F 8.305 2.284 1.614
C 6.106 2.798 2.288
C 4.758 2.496 2.260
N 1.884 1.949 1.874
C 0.663 1.371 1.767
C -0.586 2.097 2.103
C 0.598 -1.487 -1.141
C -0.342 -1.148 -2.334
H -6.203 -1.464 -3.077
H -5.792 -3.190 -2.933
H -6.277 -2.274 -1.485
H -5.950 -0.003 -1.307
H -5.163 2.109 -0.373
H -2.736 2.558 -0.209
H -1.131 0.874 -0.921
H -1.180 -3.497 -2.130
H -2.782 -3.191 -1.444
H -1.922 -2.597 0.685
H -0.674 -3.758 0.173
H 2.721 -1.017 0.853
H 4.851 -0.245 0.285
H 7.264 0.284 0.341
H 6.478 3.644 2.844
H 4.079 3.117 2.825
H 2.038 2.900 2.166
H -1.424 1.408 2.052
H -0.529 2.504 3.113
H -0.757 2.923 1.412
H 1.291 -0.666 -0.968
H 1.176 -2.391 -1.368
H -0.019 -1.719 -3.214
H -0.289 -0.091 -2.592
```

Summary:
E_LUMO: 0.65 eV
largest force on an atom: 0.74 eV Å⁻¹
Kohn-Sham gap: 8.2419 eV
energy above the lowest of the compared OMol25 structures with the same formula, charge and spin: 40.1 kcal/mol
SMILES string: COc1ccccc1N1CCN(C(=O)c2cc(-c3ccc(F)cc3)[nH]c2C)CC1



3.
ORCA calculation (ωB97M-V/def2-TZVPD) on a single C23H24FN3O3 molecule.

```
54
C23H24FN3O3 ωB97M-V/def2-TZVPD
C 6.077 -2.721 0.170
C 4.803 -3.208 -0.503
O 3.692 -2.366 -0.184
C 3.527 -1.262 -0.915
O 4.227 -0.951 -1.842
C 2.349 -0.457 -0.404
C 1.531 0.112 -1.568
C 0.757 1.357 -1.120
N 0.476 1.267 0.302
C -0.569 2.175 0.726
C -1.913 1.745 0.204
N -2.622 2.621 -0.407
C -3.848 2.259 -0.903
C -4.634 3.217 -1.552
C -5.860 2.862 -2.066
C -6.331 1.555 -1.949
C -5.570 0.601 -1.313
C -4.324 0.943 -0.783
C -3.513 -0.054 -0.098
O -3.818 -1.216 0.070
N -2.296 0.445 0.399
C -1.481 -0.481 1.111
C -0.951 -1.577 0.443
C -0.192 -2.505 1.131
C 0.016 -2.323 2.487
F 0.766 -3.217 3.161
C -0.531 -1.255 3.174
C -1.296 -0.336 2.480
C 1.684 1.424 1.096
C 2.869 0.707 0.445
H 6.889 -3.412 -0.042
H 5.934 -2.660 1.246
H 6.344 -1.738 -0.209
H 4.521 -4.199 -0.142
H 4.931 -3.226 -1.590
H 1.734 -1.101 0.227
H 2.208 0.370 -2.383
H 0.842 -0.652 -1.929
H -0.191 1.423 -1.657
H 1.328 2.272 -1.350
H -0.404 3.211 0.385
H -0.594 2.180 1.819
H -4.253 4.223 -1.636
H -6.466 3.603 -2.567
H -7.295 1.293 -2.358
H -5.909 -0.419 -1.205
H -1.139 -1.701 -0.611
H 0.233 -3.362 0.633
H -0.369 -1.160 4.236
H -1.760 0.486 3.005
H 1.477 0.989 2.080
H 1.937 2.489 1.239
H 3.427 1.386 -0.202
H 3.548 0.344 1.218
```

Summary:
E_LUMO: 0.51 eV
largest force on an atom: 0.76 eV Å⁻¹
Kohn-Sham gap: 9.0309 eV
energy above the lowest of the compared OMol25 structures with the same formula, charge and spin: 2.7 kcal/mol
SMILES string: CCOC(=O)C1CCN(Cc2nc3ccccc3c(=O)n2-c2ccc(F)cc2)CC1



4.
ORCA calculation (ωB97M-V/def2-TZVPD) on a single C23H24FN3O3S molecule.

```
55
C23H24FN3O3S ωB97M-V/def2-TZVPD
O -4.217 -4.250 -1.390
C -3.457 -3.482 -0.884
C -2.479 -2.578 -1.593
C -1.383 -2.177 -0.616
C -0.703 -0.875 -1.028
O -1.301 -0.043 -1.694
N 0.532 -0.644 -0.536
C 1.265 -1.565 0.257
C 1.582 -1.253 1.573
C 2.313 -2.148 2.337
C 2.728 -3.356 1.809
C 2.414 -3.639 0.491
F 2.832 -4.802 -0.048
C 1.694 -2.766 -0.299
C 1.107 0.687 -0.768
C 0.502 1.654 0.280
O 1.021 1.874 1.357
N -0.654 2.193 -0.126
C -1.497 2.993 0.742
C -2.585 2.126 1.388
C -3.633 2.014 0.285
C -3.690 3.433 -0.289
C -2.279 4.020 -0.091
C 2.614 0.672 -0.775
C 3.347 1.803 -0.435
C 4.729 1.730 -0.481
C 5.330 0.545 -0.874
C 4.508 -0.516 -1.218
N 3.191 -0.454 -1.174
C -2.084 -1.933 0.720
S -3.337 -3.251 0.874
H -2.096 -3.084 -2.479
H -3.020 -1.685 -1.924
H -0.666 -2.990 -0.502
H 1.285 -0.303 1.989
H 2.559 -1.897 3.357
H 3.297 -4.064 2.389
H 1.509 -2.999 -1.335
H 0.762 0.999 -1.764
H -1.093 1.819 -0.961
H -0.837 3.448 1.483
H -2.191 1.165 1.719
H -2.999 2.647 2.251
H -4.600 1.681 0.657
H -3.299 1.310 -0.480
H -4.421 4.024 0.263
H -3.986 3.432 -1.337
H -1.775 4.190 -1.042
H -2.326 4.973 0.434
H 2.853 2.711 -0.130
H 5.328 2.589 -0.213
H 6.404 0.449 -0.919
H 4.914 -1.463 -1.546
H -1.407 -1.987 1.570
H -2.608 -0.976 0.727
```

Summary:
E_LUMO: 0.58 eV
largest force on an atom: 0.93 eV Å⁻¹
Kohn-Sham gap: 9.8044 eV
energy above the lowest of the compared OMol25 structures with the same formula, charge and spin: 1.7 kcal/mol
SMILES string: O=C1C[C@@H](C(=O)N(c2cccc(F)c2)[C@@H](C(=O)NC2CCCC2)c2ccccn2)CS1